(1)
Molecular formula: C2HI2N3
Method: DFT, ωB97M-V/def2-TZVPD

```
8
Properties=species:S:1:pos:R:3:forces:R:3
C 0.74007 0.37342 0.16846 -2.5 -0.6 0.0
I 0.94863 -2.23526 -1.15050 0.2 -0.2 -0.2
N -3.34533 0.52536 0.76475 -0.2 0.4 0.2
H 2.49224 -0.12936 -0.72453 -0.1 0.0 0.0
I 1.21867 2.22852 0.89349 0.2 0.0 -0.1
N 1.52671 -0.36309 -0.49823 0.1 0.2 0.2
C -2.26322 0.13166 0.47945 -1.8 1.4 0.8
N -1.31777 -0.53125 0.06712 4.2 -1.2 -1.1
```
Positions in Å, forces in eV/Å.

Properties
- LUMO (spin up / spin down): -1.81 / -1.77 eV
- E_HOMO (spin up / spin down): -8.6 / -8.6 eV
- Net charge: 0
- Calculated total energy: -22755.28675 eV
- Orbital gap (spin up / spin down): 6.79 / 6.80 eV

***

(2)
Molecular formula: C6H10N2O4S3
Method: DFT, ωB97M-V/def2-TZVPD

```
25
Properties=species:S:1:pos:R:3:forces:R:3
H 3.51947 -0.04844 -2.12487 -0.3 -0.1 0.6
N -0.86818 -0.40182 0.00782 4.3 2.3 -0.5
H -3.16722 1.07120 1.38207 -1.2 0.6 -0.7
H -3.11686 -1.11664 2.30651 -0.5 -0.4 0.5
O 1.52936 -0.18189 1.05807 1.1 1.1 2.0
C -1.89424 -1.26615 0.43986 -1.5 1.1 0.0
H -2.60223 -0.99176 -0.33015 -1.5 -0.5 0.3
H 2.70950 -1.49049 -2.80226 -0.2 0.1 0.4
O 2.15991 2.59292 0.28809 0.8 -0.9 -0.4
H -1.61606 -2.25707 0.26498 0.3 -1.7 0.3
S 0.15438 0.41104 -2.45234 -1.3 0.3 -0.3
S 1.77783 0.55664 -3.68608 0.8 0.2 -0.9
C -2.22608 -0.73452 1.86686 0.8 -1.3 -2.0
H -1.31653 -0.98656 2.36643 0.3 -0.5 1.2
H -1.38675 1.76076 -0.25868 0.1 -1.6 1.2
O 3.76962 1.20571 -0.33725 -0.3 0.8 0.6
H -1.96105 1.22317 2.60951 0.0 0.1 -0.6
C 1.28956 -0.32584 -1.48739 1.8 -0.6 0.7
O 0.74515 -2.29659 0.18099 0.2 -2.3 -0.1
S 0.79797 -0.89513 0.10113 -2.9 0.6 -1.9
C 2.55727 -0.49015 -2.37317 -1.4 0.1 -0.4
C -2.20990 0.72573 1.65308 1.4 1.4 0.5
N 2.65926 1.62862 -0.22419 -0.3 0.5 -0.3
C -1.11413 0.96827 0.54544 -0.5 0.9 -0.1
H -0.19005 1.33900 1.00553 -0.3 -0.1 -0.1
```
Positions in Å, forces in eV/Å.

Properties
- LUMO (spin up / spin down): -1.28 / -0.70 eV
- E_HOMO (spin up / spin down): -7.6 / -9.2 eV
- Net charge: 0
- Calculated total energy: -50053.05468 eV
- Orbital gap (spin up / spin down): 6.36 / 8.54 eV

***

(3)
Molecular formula: C42H39N2O4PdSSb
Method: DFT, ωB97M-V/def2-TZVPD

```
90
Properties=species:S:1:pos:R:3:forces:R:3
C -1.55759 -1.07456 -3.07288 0.0 0.1 0.0
H 5.68868 -0.01067 -5.46721 0.0 0.0 0.0
C -0.04972 -3.49564 1.16036 -0.1 0.1 0.5
C -0.82508 -5.58483 2.11553 0.1 -0.6 -0.2
C -5.02321 -1.45323 0.89915 -0.1 -0.1 0.1
C 1.72334 0.31758 4.78927 0.0 0.0 0.2
H -0.84743 -6.66914 2.11225 0.0 0.0 -0.1
H 1.03044 2.11429 -5.19542 0.0 0.0 0.0
C -1.53781 -4.87432 3.07703 -0.1 0.1 0.2
H -2.14216 -5.41648 3.80156 0.0 0.1 0.0
C -0.08841 -4.88887 1.18180 -0.1 0.0 -0.1
C -2.64900 -2.15005 -0.27383 0.1 -0.1 0.0
C -2.31797 2.31902 -0.19504 0.2 -0.3 0.3
N 0.58028 -1.68701 -0.35978 -0.6 -0.7 0.9
H 1.85440 -0.99011 -3.82324 -0.1 0.0 0.0
C -3.05150 4.57268 0.25106 0.0 0.2 0.0
C 3.70803 -0.51214 -4.79791 -0.1 0.0 -0.3
H -4.46382 5.41905 -1.12453 0.0 0.0 0.0
H 0.46850 1.52878 3.52869 0.0 -0.1 0.0
H -3.24007 1.02865 2.12747 0.1 0.2 0.1
C -1.47623 -3.50606 3.12066 -0.3 -0.2 0.2
C -4.89443 -2.70975 0.33571 0.0 0.0 0.0
Sb -1.05461 0.47578 0.25257 -0.5 0.5 -0.5
C 2.33041 1.01268 2.56516 -0.4 0.0 -0.3
H 1.51632 3.31891 -3.07933 0.1 0.0 0.0
H -0.42234 0.13046 -5.14312 0.0 0.0 0.0
H -1.65616 2.69986 2.48408 0.1 0.0 0.1
H 1.50214 -3.52403 -0.32209 -0.1 0.3 0.0
S 1.98756 2.03636 1.12932 0.5 1.5 1.7
C 3.54111 0.31206 2.66849 0.4 0.1 -0.1
O 5.34770 -0.52236 -1.01597 -0.3 0.0 0.3
C -3.90321 3.41771 -1.65904 -0.2 0.0 -0.2
C -3.86363 4.55247 -0.86984 -0.1 0.2 0.0
C 2.95226 -0.31866 4.91838 -0.1 -0.1 0.2
H -5.72323 -3.40605 0.36659 0.0 -0.1 0.0
H -0.93242 -1.90359 -2.74070 0.0 -0.1 0.1
C 0.60701 1.77658 -4.25721 0.0 0.1 -0.1
C -3.68354 -3.06877 -0.22907 -0.1 -0.1 -0.1
H -3.17543 1.42678 -1.91872 0.0 -0.1 -0.2
H -4.94808 0.65985 2.38002 0.0 0.0 0.1
H 3.78885 3.36440 2.13035 0.2 -0.1 0.0
H 0.55665 2.51953 -0.98360 0.0 0.1 0.0
C 2.74706 3.58322 1.93147 -0.5 -0.5 -0.5
C 4.80003 -0.51249 -2.22999 -0.1 0.0 -0.1
H -3.54417 -4.06475 -0.62737 0.1 -0.1 0.0
H -1.69734 -2.43740 -0.69373 0.0 -0.1 -0.1
H -0.35076 3.39361 1.52791 0.0 0.0 0.1
O 2.96548 1.71162 0.09136 0.9 0.1 -1.1
N 1.33707 -1.34586 -1.43883 0.8 -0.2 -1.3
C 3.42860 -0.78639 -2.41742 0.3 0.1 0.0
H 0.45346 -5.42463 0.40808 0.1 0.0 0.0
C 0.33690 1.98265 -1.89611 0.0 0.0 0.1
C -0.46278 0.85038 -1.83923 -0.2 -0.2 0.3
C 5.59845 -0.24509 -3.34464 0.1 0.1 0.0
H -3.02518 5.46428 0.86983 0.0 0.0 0.0
H -2.02158 -2.95361 3.87583 0.0 0.1 0.0
C -2.27355 3.47266 0.58968 0.1 0.0 0.1
O 3.18470 -1.22015 -0.08215 0.2 0.1 -0.2
H -1.89877 -1.28451 -4.08833 0.0 0.0 0.0
C 2.60495 -1.11945 -1.23071 -0.6 -0.5 0.4
Pd 1.38042 -0.37018 1.35971 0.0 -0.3 0.8
C -3.97415 -0.54226 0.89558 -0.2 0.1 0.0
H 2.20816 3.79597 2.84819 -0.1 0.1 0.2
O -0.65376 -1.47975 2.28835 -0.2 -0.2 0.0
C 2.90722 -0.78573 -3.70220 0.1 0.0 0.0
H -4.52850 3.39409 -2.54419 0.0 0.0 0.0
C 0.74964 -2.86861 0.14458 0.2 0.0 -0.9
H -5.94989 -1.17611 1.38785 -0.1 0.0 0.1
C -0.20616 0.66005 -4.22002 -0.1 0.0 -0.1
H 3.28415 -0.51231 -5.79602 0.0 0.0 0.0
H 4.24791 0.35608 1.84732 -0.1 0.0 0.0
H 1.01336 0.29577 5.60786 0.0 0.0 0.0
C 5.05478 -0.23670 -4.61481 0.1 0.0 0.0
C -3.13679 2.31918 -1.31074 -0.1 -0.1 -0.1
H 6.64654 -0.03335 -3.18145 0.1 0.0 0.0
H 4.78155 -0.87575 3.94462 0.0 0.0 0.0
H -1.50914 4.46264 2.34614 0.0 0.0 0.0
C -4.16413 0.74983 1.62933 -0.1 0.1 -0.1
C -0.72166 -2.74400 2.18604 0.0 0.2 0.0
H -2.41875 -1.00803 -2.41104 0.0 -0.1 -0.1
C -1.39794 3.51894 1.81093 0.0 0.0 0.0
H -4.43076 1.54628 0.93813 0.0 0.2 0.1
C 0.87894 2.44510 -3.07928 0.1 0.2 -0.1
H 3.20503 -0.81320 5.85008 0.0 -0.1 -0.1
H 4.52315 -0.75401 -0.40138 0.4 0.0 -0.1
C 1.39680 0.97347 3.61502 -0.1 0.3 0.1
C -0.74177 0.18116 -3.02882 -0.1 -0.1 -0.2
C 3.84360 -0.34028 3.85219 0.1 0.0 0.1
C -2.78914 -0.86554 0.23608 0.5 0.2 -0.1
H 2.66212 4.40604 1.22927 -0.1 0.1 -0.1
```
Positions in Å, forces in eV/Å.

Properties
- LUMO: 4.37 eV
- E_HOMO: -1.2 eV
- Net charge: -2
- Calculated total energy: -76208.33928 eV
- Orbital gap: 5.52 eV

***

Q: Which formula does entry 3 have?
A: C42H39N2O4PdSSb